No. 1
# C67H52AlBrN2P3Si

A structure of composition C67H52AlBrN2P3Si (wB97M-V/def2-TZVPD, the Open Molecules 2025 dataset).

```
127
Properties=species:S:1:pos:R:3:forces:R:3:mulliken_charge:R:1
C 1.755856 3.850748 -0.818505 0.015 0.095 0.122 -0.752
C -2.236761 0.757121 -4.791496 0.185 0.389 0.064 -1.196
H 0.423971 0.801503 3.718176 0.001 0.010 0.005 0.406
C -1.067193 0.500168 -4.086665 0.063 0.178 -0.086 -0.841
N 8.594952 -1.289251 3.962082 0.003 0.009 0.005 -0.505
C 0.991787 1.677465 3.995845 0.040 0.011 -0.003 -0.637
C -4.666343 1.654440 1.274546 -0.035 -0.042 0.065 -1.020
H -6.909305 -0.657717 2.324539 -0.004 0.004 -0.020 0.439
C -4.058959 -0.540477 0.490768 -0.143 -0.191 -0.229 -0.587
H 5.316942 -0.163187 3.770839 -0.007 0.003 -0.008 0.572
C -2.532387 5.548984 0.393135 0.021 0.015 0.018 -0.866
H -3.254487 -2.742618 2.091380 0.063 0.033 0.049 0.323
H -6.640175 -0.994369 -3.827394 0.000 -0.001 -0.001 0.452
C 1.852763 -1.002919 -3.868406 0.033 -0.027 -0.031 0.104
C 6.576259 -1.152922 2.344418 0.085 0.001 0.077 0.365
H 7.599059 -2.127666 0.733014 -0.008 -0.005 -0.003 0.492
H 2.453375 -2.307113 1.895727 0.085 -0.029 -0.034 1.488
C 1.781380 -3.522447 0.248646 -0.041 0.085 0.077 -1.401
C -3.314545 1.394714 -2.754375 0.097 0.136 -0.135 -0.622
C 1.401749 1.828415 5.313880 0.021 0.016 -0.004 -0.947
H -4.208321 1.724570 -2.233465 0.010 -0.004 -0.015 0.516
C -2.953060 -4.303835 -0.898486 -0.020 -0.019 0.000 -0.666
C -2.884804 -5.615418 -0.447899 0.006 0.006 0.015 -0.709
H -0.380314 -2.944680 1.204044 0.016 -0.042 -0.008 -0.416
H 1.135133 -3.928656 3.206682 -0.018 0.000 0.023 0.570
H -5.209196 -1.528409 -5.773976 -0.002 -0.004 -0.003 0.421
H -1.275277 6.896566 1.497816 -0.005 -0.005 -0.004 0.441
H 3.378073 -1.578539 -1.198953 0.049 -0.023 0.026 0.670
C 2.160000 2.929701 5.678706 -0.002 -0.004 -0.009 -0.665
H 3.131030 4.721555 5.000907 -0.003 -0.004 0.002 0.455
C 3.373742 2.786467 0.607533 0.019 -0.078 -0.040 -0.950
C 4.313398 -0.486832 1.900647 -0.016 0.022 -0.056 0.111
C 3.773122 0.945119 -4.337021 -0.013 -0.005 -0.005 -0.649
C 0.288537 -2.365944 1.858000 -0.095 -0.065 -0.016 1.922
H 4.587764 -0.418036 -5.777426 -0.012 -0.001 0.000 0.418
C 1.853611 -1.059806 0.250062 -0.110 -0.161 -0.097 0.604
C -1.132679 -0.824756 3.117581 -0.008 -0.028 -0.129 -0.241
C -6.042845 -0.238295 1.829783 0.082 0.011 -0.034 -0.915
H -4.288290 1.372581 -4.669145 0.040 0.028 0.017 0.518
P -2.914949 -1.519121 -0.546776 -0.056 -0.083 0.179 1.874
C 4.104425 4.038138 -1.311231 -0.007 0.003 -0.013 -0.680
H 1.105908 -1.771157 -3.707280 0.032 -0.006 0.025 0.406
C 2.782235 4.336156 -1.615486 0.020 0.009 0.002 -0.778
H 3.397056 -0.019997 2.248034 0.030 -0.026 0.045 0.732
C -2.146767 1.168179 -2.027433 0.095 0.152 -0.063 0.200
C -5.058123 -1.210400 -2.402380 -0.150 -0.078 -0.033 -0.663
C 7.700495 -1.228826 3.244262 -0.099 -0.005 -0.094 -0.171
H 5.427212 3.029406 0.046539 -0.009 -0.021 -0.003 0.492
H 5.666234 -1.998261 -0.801357 0.010 -0.006 0.008 0.513
C -1.422008 5.878985 1.159890 -0.023 0.022 -0.012 -1.069
H -2.805754 -2.022690 -5.430395 -0.006 0.007 0.000 0.598
H -3.252509 6.310359 0.122405 0.005 -0.003 0.004 0.457
C -1.008071 0.678020 -2.705159 0.030 0.057 0.003 0.546
H -3.135725 -5.059004 2.881421 -0.005 0.010 -0.029 0.477
C 0.752319 -1.079724 -0.841487 0.248 0.498 0.090 1.600
C -1.191421 -1.616654 4.199785 -0.074 -0.132 -0.012 -1.162
H -0.339963 -2.382347 -2.095031 0.145 0.013 0.079 0.472
H 2.479680 3.052751 6.705259 0.006 -0.006 -0.008 0.431
H 2.859024 -2.144445 -5.372379 0.010 0.000 -0.001 0.494
C 2.841440 -1.217142 -4.814621 0.006 0.026 -0.005 -0.843
H -1.848224 -1.954885 -3.167749 -0.216 -0.016 -0.078 -0.118
C 4.398635 3.256954 -0.202647 -0.027 -0.003 0.029 -0.711
P 0.604969 0.545719 -1.811661 -0.158 -0.104 -0.275 0.807
C -3.086029 -3.252661 0.007500 -0.025 0.055 -0.037 0.775
H -2.916882 -4.105352 -1.963201 -0.003 0.006 0.002 0.344
C -0.291422 -2.754077 4.223223 -0.006 0.041 0.032 -0.686
C -5.590892 -1.218711 -3.683943 0.010 -0.039 0.052 -0.764
H 0.382333 5.188847 2.056437 -0.014 -0.020 -0.014 0.394
H -2.787977 -6.422322 -1.163029 -0.011 0.001 0.000 0.466
H 2.761394 2.084173 -2.828616 -0.003 -0.006 0.021 0.376
C 4.395245 -1.002953 0.607068 0.000 0.020 -0.002 0.549
H -3.587981 3.995241 -0.617304 0.000 0.002 0.016 0.530
Br -0.160282 -3.717250 5.843541 0.014 -0.007 0.034 -0.160
C 2.523153 3.870827 4.722033 0.006 -0.002 -0.009 -0.931
C 1.327642 2.629780 3.034665 -0.050 -0.037 0.041 0.725
C 0.442208 -3.097130 3.168647 0.044 0.018 -0.084 -1.277
C -0.489565 4.908080 1.478957 0.007 0.011 0.034 -0.290
C -3.442833 -1.797678 -4.584519 -0.259 -0.343 0.101 -0.988
C 0.409471 -2.303084 -1.312557 -0.173 -0.165 -0.118 0.946
C -3.783858 0.834157 0.569564 -0.003 0.228 0.055 1.043
H -2.893507 -6.917483 1.259071 0.006 0.011 -0.005 0.423
C -3.085074 -4.853565 1.818914 0.005 -0.018 -0.006 -0.754
C -5.183945 -1.066066 1.116572 -0.130 -0.014 0.040 -0.290
H -5.701792 -0.971479 -1.564862 0.029 -0.014 0.030 0.407
C 3.809274 -0.244112 -5.046159 -0.027 -0.012 0.017 -0.850
H 0.729094 4.094945 -1.060951 -0.010 -0.018 -0.027 0.157
C -2.716408 4.240534 -0.019024 0.054 -0.040 0.010 -0.254
H 0.992269 -4.400431 -1.517124 0.006 0.004 0.007 0.650
C 5.389697 -0.560318 2.767067 -0.032 0.035 0.014 -1.124
C -4.788429 -1.518540 -4.776847 0.058 -0.169 0.034 -1.062
C 3.251015 -0.877975 -0.370922 0.011 0.024 0.065 -1.017
H -1.841811 -1.396918 5.031643 0.017 0.005 -0.015 0.569
C -5.787741 1.124537 1.902065 0.047 -0.045 -0.039 -0.901
H 3.617407 2.197605 1.484327 0.014 0.026 -0.020 0.637
H 1.135053 1.078922 6.047731 -0.011 0.006 -0.007 0.539
C 1.079150 -3.521678 -0.891416 -0.029 0.031 -0.043 -1.256
H 4.903888 4.417329 -1.934903 -0.006 0.009 0.014 0.415
C -1.805123 3.230950 0.315412 0.104 0.069 0.100 0.344
H 1.734454 -0.191372 0.915738 -0.045 0.009 0.079 -0.433
C -3.368862 1.192871 -4.127046 0.110 0.355 0.019 -0.705
Si -2.170693 1.452553 -0.167342 0.063 -0.094 -0.280 1.485
C 1.683375 -2.307966 1.126941 -0.029 -0.016 -0.099 -0.606
H -5.393292 -2.127817 1.047939 -0.011 0.055 0.001 0.539
C -0.660692 3.588437 1.059883 -0.076 -0.063 -0.071 -0.700
H 2.433919 4.445543 2.667012 -0.026 0.001 0.012 0.461
H -0.197231 0.172602 -4.639478 -0.013 -0.007 0.037 0.439
C 5.587502 -1.594682 0.201160 -0.031 -0.009 0.011 -0.768
C -3.154368 -3.543295 1.369596 0.117 0.007 0.077 -0.673
C -2.910130 -1.773912 -3.303848 -0.120 -0.395 0.131 0.440
C 2.045101 3.083955 0.310349 -0.054 -0.023 -0.110 0.604
H -1.732477 0.083507 3.073177 0.002 -0.007 0.002 0.535
C -3.710329 -1.495472 -2.197153 0.027 -0.294 -0.038 0.403
C -2.945636 -5.894254 0.910509 -0.010 0.014 -0.013 -0.800
C 6.674123 -1.669881 1.056544 0.025 -0.021 -0.004 -0.902
C 1.812189 0.189041 -3.147563 0.061 0.067 0.161 0.820
C 2.777606 1.159221 -3.390821 0.036 0.041 -0.035 -0.609
C 2.115702 3.721192 3.407054 0.015 0.049 0.000 -0.277
H 2.547610 4.948025 -2.477411 0.000 -0.002 0.009 0.428
Al -0.422345 0.109288 0.625999 0.291 -0.058 0.330 -2.789
H 4.522235 1.706880 -4.510608 -0.006 -0.003 0.000 0.473
H 2.325516 -4.399518 0.577812 -0.048 -0.010 0.000 0.555
H -6.458242 1.774357 2.449904 0.011 -0.007 -0.001 0.436
H 3.297074 0.126447 -0.804779 -0.056 -0.028 -0.053 -0.045
N -0.303901 -1.039060 2.035479 -0.073 0.171 0.129 0.869
H -4.471930 2.717199 1.353417 0.007 0.002 0.013 0.532
H -2.254259 0.610979 -5.864024 -0.008 -0.011 0.008 0.419
P 0.707558 2.392750 1.342426 0.003 0.007 -0.041 2.579
```
Forces are in eV/Å.

Highest occupied orbital energy (hartree): -0.3569
2S+1: 1
Net charge: +1

No. 2
# C30H37ErF6N5O5S

A structure of composition C30H37ErF6N5O5S in a non-equilibrium geometry (wB97M-V/def2-TZVPD, the Open Molecules 2025 dataset).

```
85
Properties=species:S:1:pos:R:3:forces:R:3:mulliken_charge:R:1
C -2.462433 2.359799 0.694398 -0.885 1.067 1.062 -0.165
H 3.159443 1.906418 -2.216836 -0.665 0.047 0.447 0.130
H 2.208689 -5.412493 -0.954833 -0.968 0.736 -0.290 0.403
C -2.518397 -1.702303 2.420386 -0.170 -0.029 -1.262 -0.931
N 2.227380 3.271097 0.770868 -0.145 -1.585 -0.034 0.052
H -3.318652 -2.402831 2.658615 -0.343 0.202 0.157 0.467
C -2.387057 -3.200501 0.529554 -0.244 1.431 -1.097 -2.375
F -3.355741 0.370783 -2.632330 1.069 -0.025 0.024 -0.276
H -1.407351 -0.839943 5.529737 0.431 0.065 -0.166 0.429
C -0.965425 -0.236967 -3.120894 -0.510 0.953 1.017 0.316
H 3.165141 4.979464 -2.549101 -0.100 -0.571 -0.196 0.353
C 0.172038 -5.790527 -0.370600 -1.052 1.395 0.182 -0.649
C -1.007700 -5.184231 0.058025 -0.246 0.492 -0.187 -1.030
N -0.076384 -2.960897 -0.242514 0.375 -1.236 -0.362 0.632
H -3.008176 -3.286965 -0.370306 -0.179 -0.196 0.257 0.760
C 1.057987 -3.585697 -0.740436 -0.785 0.763 0.724 -0.557
H -1.924725 -5.761696 0.297314 0.847 0.317 -0.090 0.469
C 4.333178 -2.070062 0.246297 1.245 0.549 1.013 -0.855
O -0.595977 -0.259859 -1.775743 -0.564 -0.334 -1.338 0.257
H 4.427171 3.672291 -2.731137 -0.560 0.673 0.007 0.340
H 0.874293 3.887546 -1.480327 -0.598 0.084 -0.337 0.671
C 1.210423 1.078981 4.460078 -0.367 -0.632 -0.159 -0.973
C -0.412923 -0.962033 3.599144 -1.290 -1.181 1.534 0.675
F -0.252618 -2.443610 -3.686505 -1.490 1.100 -0.083 -0.258
N -2.438859 1.032060 0.714921 2.122 0.278 -1.997 0.642
H 0.229670 -6.856524 -0.466633 0.190 -0.328 0.135 0.469
C 4.073814 4.285711 -0.722328 0.230 -0.513 -0.873 -0.349
C -3.659921 3.124242 0.893020 1.913 -0.975 -0.898 -0.967
C -4.782117 0.994419 0.772802 1.007 1.237 -0.549 -1.019
N -2.369311 -1.767715 0.895230 0.639 -0.124 1.090 1.126
C 0.192487 0.303843 -3.996710 0.007 0.032 1.943 -1.237
H -1.504268 2.860018 0.520047 -0.275 -0.182 0.586 0.234
C 3.540254 4.017393 -2.156899 0.214 -0.321 0.662 -1.081
C 1.353390 0.384703 3.254608 -0.593 1.088 0.336 -0.375
H 2.176942 5.138651 -0.141050 0.417 0.359 0.430 0.318
F -2.531339 1.123905 -4.465053 0.738 0.047 0.950 -0.292
C 1.199530 2.851133 -1.469278 2.427 0.019 1.444 1.003
F -2.148275 -2.303554 -2.629880 0.135 0.705 -0.860 -0.134
C -2.179927 0.788924 -3.195328 -0.396 -0.089 -0.264 0.501
H 2.166681 0.582548 2.610348 0.719 0.435 -0.729 0.605
H 0.070878 1.100547 6.331753 -0.103 -0.244 -0.812 0.413
C -3.562119 0.375388 0.564080 -1.384 -0.679 1.205 0.389
O 1.981361 -0.904139 0.219925 1.532 0.216 -0.444 -0.692
H 1.859552 1.935364 4.670983 -0.122 -0.605 0.128 0.413
H 3.359607 4.871402 1.269493 -0.215 0.503 -0.762 0.388
H 5.441213 -1.913345 -0.087759 -2.151 -0.402 0.458 0.364
C 1.218106 -4.939531 -0.748661 0.876 -1.593 0.201 -1.127
H 2.550245 2.798856 1.656467 -0.619 0.997 -1.368 0.250
C 2.548037 2.818230 -2.288459 -0.160 0.776 -0.532 -0.259
C 2.971406 4.520447 0.296782 -0.660 -1.799 0.838 -0.804
H -2.790063 -3.794927 1.316055 -0.621 -0.492 0.559 0.451
H -0.772255 -2.951896 2.616428 0.751 0.092 -0.393 0.222
H -2.834213 -0.675038 2.661107 0.256 -0.466 0.194 0.620
H -4.417590 -1.570619 0.590410 -0.800 -0.201 0.478 0.559
H -3.496873 4.193452 1.063472 -0.694 -0.367 -0.435 0.467
C -1.095331 -3.757069 0.129796 2.194 -1.765 -0.706 1.191
O 3.928904 0.555375 -0.180161 -0.126 -0.433 0.191 -0.563
H 0.499484 2.131643 -1.834957 -0.569 -0.039 -0.427 -1.405
H 3.929776 -3.096021 -0.025752 0.498 1.507 0.269 0.183
C -1.255269 -2.160843 3.164993 -0.837 1.369 0.279 -1.040
H 0.131505 -0.102890 -4.970534 0.119 -0.292 -1.123 0.574
N 0.477404 -0.498642 2.765054 0.945 -0.078 -0.233 0.152
C -4.839375 2.404635 0.829428 0.322 -1.048 0.552 -0.768
S 3.349610 -0.736628 -0.475898 -1.156 -1.415 -0.787 0.962
H 4.673837 3.365091 -0.520035 -0.179 0.977 0.596 0.257
C -0.606875 -0.442688 4.899581 0.600 0.991 -0.065 -0.821
F -2.053729 -1.685040 -4.767947 0.750 0.086 1.600 -0.285
H -5.615157 0.373586 0.949586 -1.190 -0.338 -0.416 0.538
H 4.694226 5.219791 -0.767208 -0.244 -0.997 0.203 0.309
C -3.508496 -1.100525 0.264573 -0.141 0.202 -0.616 -1.212
H 2.224642 2.870400 -3.336651 -0.005 -0.209 0.110 0.363
H -5.809625 2.842183 0.821082 -0.496 0.561 0.418 0.482
C -1.396068 -1.650435 -3.567154 0.896 -1.558 -0.325 0.534
O 0.652515 1.597924 0.533417 0.871 0.680 -0.074 -0.179
H -3.551516 -1.263998 -0.846769 0.665 0.275 0.916 0.571
H 1.123270 -0.046045 -3.455087 -0.867 0.637 -0.860 0.133
O 3.217200 -1.120433 -1.879264 0.010 0.642 0.745 -0.646
H -1.573588 -2.648063 4.068896 -0.280 -0.171 0.503 0.634
H 1.873120 -2.978354 -1.116929 -0.352 0.357 0.166 0.783
H 0.075097 1.404697 -4.032400 0.521 -0.631 -0.028 0.254
C 1.366270 2.506613 0.027630 0.429 0.887 -0.255 -0.088
Er -0.170662 -0.518733 0.191949 0.109 0.302 0.413 1.501
F -1.795289 1.903968 -2.504888 -0.581 -0.600 -0.887 -0.157
C 0.186963 0.657034 5.325228 -0.245 -0.830 -0.342 -0.523
H 4.278942 -1.876247 1.367711 0.160 -0.558 -1.360 0.286
```
Forces are in eV/Å.

Highest occupied orbital energy (spin up / spin down) (hartree): -0.4448 / -0.4450
2S+1: 4
Net charge: +1
⟨S²⟩: 3.752

No. 3
# CH8N3O

A cluster of 2 separate species, CH8N3O in total in a non-equilibrium geometry (wB97M-V/def2-TZVPD, the Open Molecules 2025 dataset).

```
13
Properties=species:S:1:pos:R:3:forces:R:3:nbo_charge:R:1
H -5.685948 -1.580519 1.713729 0.496 -0.716 -0.514 0.478
H -0.921730 0.191190 -0.400490 0.655 0.539 0.517 0.417
H 0.391630 0.628880 0.705450 -0.264 -0.448 -0.587 0.441
N -0.369550 -2.118559 -0.743410 -0.159 -0.991 -0.416 -0.751
N 1.639759 -1.482669 0.104700 3.834 -1.143 1.365 -0.757
H 1.906509 -2.408179 0.449390 0.144 0.603 -0.472 0.438
H -4.434848 -1.789059 0.810460 -0.949 -0.462 0.508 0.452
C 0.429230 -1.218379 -0.196680 -2.291 0.383 -0.701 0.662
N 0.000000 0.000000 0.000000 -1.680 1.670 -0.238 -0.750
O -5.187198 -2.271649 1.221949 0.425 1.192 0.024 -0.930
H 2.282119 -0.693340 0.208920 -0.226 -0.772 0.240 0.435
H 0.065700 -2.998959 -1.029730 -0.632 0.521 -0.087 0.433
H -1.312229 -1.885579 -1.065270 0.647 -0.376 0.364 0.432
```
Forces are in eV/Å.

Highest occupied orbital energy (hartree): -0.5160
2S+1: 1
Net charge: +1